--- A ---
Entry from the OMol25 dataset: a single C19H28N4O5S molecule (wB97M-V/def2-TZVPD).

Each line ends with the Mulliken charge.
Atoms and positions in Å:
1 C -3.22507 -0.44233 -2.70861  -1.6686
2 C -3.39211 -0.37672 -1.23254  0.6242
3 N -4.65455 -0.66087 -0.78682  -0.0656
4 C -5.04149 -0.70943 0.54086  0.2044
5 O -6.16358 -0.98250 0.87542  -0.6174
6 N -4.02605 -0.41223 1.41249  -0.0593
7 C -2.70903 -0.09215 1.08934  0.3335
8 O -1.91422 0.15042 1.96722  -0.6022
9 C -2.42722 -0.07390 -0.33037  -0.3520
10 S -0.67972 0.23189 -0.69934  1.7722
11 O -0.58640 0.54932 -2.09746  -0.8670
12 O 0.05234 -0.90478 -0.22596  -0.6017
13 N -0.21449 1.53538 0.14241  0.4377
14 C -0.67604 2.84328 -0.24338  -0.8951
15 C 0.51689 3.79250 -0.36039  -0.6978
16 C 1.32499 3.79089 0.93558  -1.3476
17 C 1.76978 2.36036 1.27496  0.6677
18 C 2.83178 1.93854 0.24823  0.2247
19 O 3.79313 2.65710 0.04150  -0.7255
20 N 2.64448 0.77032 -0.38378  0.5659
21 C 3.58779 0.25711 -1.35104  -1.0749
22 C 4.41809 -0.90092 -0.77320  -1.5229
23 C 3.51969 -1.96970 -0.20621  0.5613
24 C 2.89230 -2.83884 -0.98584  -0.2241
25 C 1.93398 -3.87611 -0.49038  -0.5648
26 C 2.06977 -4.08756 1.01380  -1.0303
27 C 2.09150 -2.72954 1.70519  -0.1504
28 C 3.34611 -1.96872 1.28773  -0.5957
29 C 0.53060 1.47124 1.37596  -1.1615
30 H -3.98110 0.17021 -3.19795  0.4398
31 H -3.35402 -1.47106 -3.04392  0.3763
32 H -2.23522 -0.09859 -2.99122  0.3655
33 H -5.37615 -0.88799 -1.46000  0.2411
34 H -4.25240 -0.44820 2.40095  0.2494
35 H -1.18232 2.73552 -1.20359  0.4867
36 H -1.38977 3.22117 0.50340  0.3671
37 H 1.15294 3.45806 -1.18091  0.3054
38 H 0.16138 4.79894 -0.58552  0.4241
39 H 2.20997 4.41746 0.82019  0.4868
40 H 0.71788 4.18858 1.75210  0.4421
41 H 2.27521 2.37031 2.24726  0.5079
42 H 1.84843 0.17985 -0.20090  -0.4340
43 H 4.24426 1.08228 -1.63758  0.6094
44 H 3.02713 -0.09050 -2.22283  0.4021
45 H 5.03934 -1.30526 -1.57442  0.4944
46 H 5.07233 -0.51114 0.00812  0.3250
47 H 3.03495 -2.80264 -2.05826  0.3764
48 H 0.92005 -3.52964 -0.71785  0.1493
49 H 2.09094 -4.81645 -1.02631  0.4815
50 H 2.99917 -4.62097 1.22816  0.3567
51 H 1.23941 -4.69269 1.38344  0.3959
52 H 1.20843 -2.16756 1.39639  -0.2125
53 H 2.06728 -2.84750 2.79080  0.3780
54 H 4.22924 -2.43270 1.74308  0.4341
55 H 3.30342 -0.93839 1.65047  0.2848
56 H 0.77012 0.42636 1.56750  0.0636
57 H -0.09999 1.82282 2.20230  0.6362

Output
SMILES = Cc1[nH]c(=O)[nH]c(=O)c1S(=O)(=O)N1CCC[C@H](C(=O)NCCC2=CCCCC2)C1
LUMO energy = 0.1 eV
Gap between HOMO and LUMO = 8.6 eV

--- B ---
Entry from the OMol25 dataset: a single C19H28N4O5S molecule (wB97M-V/def2-TZVPD).

Each line ends with the Mulliken charge.
Atoms and positions in Å:
1 C -0.69105 -1.49391 1.98220  -0.6128
2 C 0.38941 -2.52626 1.68303  -0.7771
3 C 1.72411 -1.87328 1.31604  -0.5832
4 C 1.76733 -1.42850 -0.14829  -0.2508
5 N 2.71622 -0.35904 -0.36723  0.6259
6 C 4.13078 -0.68731 -0.35901  -1.3742
7 C 4.80149 -0.28242 0.95384  -0.1712
8 C 6.30531 -0.54298 0.91292  -0.4149
9 C 6.98379 -0.13080 2.21372  -1.3214
10 S 2.22840 0.68666 -1.57748  1.5624
11 O 3.24586 1.67873 -1.74846  -0.7368
12 O 1.77321 -0.01769 -2.74616  -0.7420
13 C 0.77842 1.42390 -0.81079  -0.2643
14 C 0.76852 1.69297 0.54397  -0.2042
15 C -0.39918 2.14382 1.13519  -0.9620
16 C -1.54223 2.32170 0.36172  0.5935
17 C -2.81301 2.71279 1.03274  -0.0768
18 O -2.96665 3.71303 1.68505  -0.5989
19 N -3.86685 1.82533 0.87567  -0.0344
20 C -3.89742 0.56538 0.36041  0.3441
21 N -4.94861 -0.19735 0.36200  -0.6995
22 N -4.58602 -1.34849 -0.23980  -0.4014
23 C -3.34690 -1.24431 -0.57555  0.7064
24 C -2.47819 -2.25616 -1.24815  -0.6700
25 O -2.16902 -3.33669 -0.40732  -0.2440
26 C -3.25280 -4.21484 -0.18250  -0.7804
27 O -2.83385 -0.03232 -0.21237  0.1751
28 C -1.49413 2.13243 -1.01650  -0.3471
29 C -0.32844 1.67123 -1.60098  -0.4762
30 H -0.81226 -0.80786 1.14741  -0.4025
31 H -1.64222 -1.98934 2.16162  0.4359
32 H -0.43216 -0.91242 2.86516  0.5228
33 H 0.05550 -3.16890 0.86722  0.3166
34 H 0.52860 -3.15245 2.56644  0.3848
35 H 1.88097 -0.99994 1.95112  0.3315
36 H 2.54056 -2.57320 1.49942  0.3933
37 H 1.98275 -2.28605 -0.79994  0.3343
38 H 0.79362 -1.03103 -0.44222  -0.3945
39 H 4.59595 -0.13104 -1.17617  0.6083
40 H 4.26851 -1.75783 -0.54819  0.3002
41 H 4.61940 0.78102 1.11723  0.2297
42 H 4.35792 -0.83557 1.78304  0.2258
43 H 6.74222 0.01398 0.08205  0.3235
44 H 6.48331 -1.60542 0.73083  0.3375
45 H 8.05258 -0.32404 2.16496  0.4000
46 H 6.57265 -0.68725 3.05328  0.3286
47 H 6.83527 0.93017 2.40022  0.3317
48 H 1.66186 1.51837 1.12100  0.4714
49 H -0.44384 2.33432 2.19662  0.4821
50 H -4.74058 2.09999 1.31332  0.3046
51 H -1.52873 -1.78378 -1.51226  0.0522
52 H -2.98576 -2.60774 -2.15890  0.5152
53 H -2.89081 -4.96458 0.51731  0.2465
54 H -4.11200 -3.68807 0.24245  0.3623
55 H -3.55880 -4.69831 -1.11678  0.2771
56 H -2.36761 2.32623 -1.62142  0.5030
57 H -0.26576 1.46690 -2.65812  0.5142

Output
SMILES = CCCCN(CCCC)S(=O)(=O)c1ccc(C(=O)Nc2nnc(COC)o2)cc1
LUMO energy = 0.0 eV
Gap between HOMO and LUMO = 9.6 eV

Stability verdict: A, ahead by 310.1 kJ/mol

--- A ---
Entry from the OMol25 dataset: a molecular structure, C4H6FN3 (wB97M-V/def2-TZVPD).

Each line ends with the Mulliken charge.
Atoms and positions in Å:
1 C 0.24555 -2.94368 -0.51088  -0.2891
2 C -0.34934 -1.80706 -1.02965  -0.0865
3 C 0.06009 1.40426 0.88385  -0.8794
4 C -1.32106 0.22520 0.15706  -0.0052
5 N 0.37696 -2.84612 0.79426  -0.4190
6 N -0.28933 -1.75629 1.12488  -0.5798
7 N -0.74523 -1.10475 0.05434  0.5949
8 F -1.55867 0.56018 -1.14132  -0.2899
9 H 0.74887 -3.85228 -1.06889  0.3085
10 H -0.65644 -1.72423 -2.06711  0.3541
11 H 0.55320 1.31935 -0.04857  0.2769
12 H -0.32798 2.36339 1.08541  0.3262
13 H 0.30857 0.71564 1.66788  0.3754
14 H -2.24338 0.22428 0.81076  0.3129

Output
LUMO energy = 1.0 eV
Gap between HOMO and LUMO = 10.7 eV

--- B ---
Entry from the OMol25 dataset: 2 unconnected molecules or ions with the total composition C4H6FN3 (wB97M-V/def2-TZVPD).

Each line ends with the Mulliken charge.
Atoms and positions in Å:
1 C 2.74610 0.69349 -0.47032  -0.5816
2 C 1.46910 1.16759 -0.31358  0.0308
3 C -1.30692 -0.94060 0.56777  -0.8643
4 C -0.61103 0.48594 -1.45988  -0.1364
5 N 2.73925 -0.21858 -1.46874  -0.3800
6 N 1.56272 -0.34053 -1.93021  -0.5659
7 N 0.74335 0.49283 -1.25305  0.6372
8 F -1.24634 1.64067 -1.21374  -0.2560
9 H 3.64233 0.93547 0.06005  0.4159
10 H 1.02438 1.87873 0.34602  0.3953
11 H -1.74318 -1.75442 0.02663  0.3175
12 H -0.32430 -1.06540 0.97118  0.2890
13 H -1.96221 -0.21707 1.00925  0.3010
14 H -0.98434 -0.06544 -2.30730  0.3973

Output
LUMO energy (alpha / beta) = -0.2 / 0.0 eV
Gap between HOMO and LUMO (alpha / beta) = 8.6 / 8.3 eV

Stability verdict: A, ahead by 133.2 kJ/mol

--- A ---
Entry from the OMol25 dataset: 2 unconnected molecules or ions with the total composition C10H17BN2O2 (wB97M-V/def2-TZVPD).

Each line ends with the Mulliken charge.
Atoms and positions in Å:
1 B 0.42425 0.32566 0.00367  0.4782
2 C 4.89697 1.15053 0.15261  -0.3374
3 C 4.90302 -0.22187 0.06293  -0.2724
4 C 2.84753 0.55037 0.10279  0.1835
5 C -1.67361 0.03861 0.79941  1.7655
6 C -1.65703 0.54247 -0.71844  1.4543
7 C -2.45879 0.91834 1.79723  -1.9792
8 C -2.18423 -1.37762 1.02127  -2.0883
9 C -2.28074 1.90188 -0.98055  -1.9916
10 C -2.40122 -0.39994 -1.76272  -2.0710
11 C 3.01753 -1.96875 -0.22510  -0.6158
12 N 3.62211 1.62616 0.17270  -0.6072
13 N 3.59697 -0.57850 -0.08258  0.1794
14 O -0.31511 0.01838 1.10863  -0.4333
15 O -0.24407 0.58097 -1.06547  -0.3502
16 H 5.74493 1.98461 0.11282  0.2935
17 H 5.79288 -0.89150 -0.18369  0.2908
18 H -2.28225 0.56037 2.81861  0.5191
19 H -3.47781 0.71661 1.76940  0.4225
20 H -2.12375 1.93279 1.70590  0.3877
21 H -3.18628 -1.60847 0.74337  0.4096
22 H -2.26137 -1.52816 2.17805  0.3586
23 H -1.64641 -2.12549 0.65099  0.5259
24 H -2.51081 1.91304 -2.05547  0.4195
25 H -1.84658 2.73661 -0.58787  0.4622
26 H -3.26189 1.83883 -0.59075  0.4851
27 H -3.45662 -0.56645 -1.58620  0.3827
28 H -2.07547 -1.33826 -1.72406  0.5994
29 H -2.20923 -0.15104 -2.81633  0.4865
30 H 3.68538 -2.61222 0.48267  0.3431
31 H 1.95958 -1.77067 0.02282  0.0344
32 H 3.06211 -2.19729 -1.32663  0.2651

Output
LUMO energy = 0.5 eV
Gap between HOMO and LUMO = 8.5 eV

--- B ---
Entry from the OMol25 dataset: a single C10H17BN2O2 molecule (wB97M-V/def2-TZVPD).

Each line ends with the Mulliken charge.
Atoms and positions in Å:
1 C 2.92267 2.06626 0.49604  -0.8793
2 N 3.28722 0.69969 0.18628  0.2452
3 C 4.51886 0.16692 0.08611  -0.2412
4 C 4.34678 -1.18489 -0.16114  -0.7131
5 N 3.03255 -1.48204 -0.25995  -0.4688
6 C 2.42099 -0.37280 -0.00558  0.1171
7 B 0.54514 -0.25529 -0.00677  0.7954
8 O -0.14309 -1.35873 0.02363  -0.6541
9 C -1.64636 -0.99625 0.10920  1.4681
10 C -1.97662 -1.25805 1.58536  -1.8484
11 C -2.26437 -2.07444 -0.71633  -1.6242
12 C -1.65853 0.49250 -0.37817  1.3692
13 C -2.51365 1.50310 0.49272  -1.4936
14 C -2.00528 0.61063 -1.81350  -1.7850
15 O -0.18816 0.89699 -0.29532  -0.5171
16 H 1.94553 2.23739 0.18878  0.2980
17 H 3.06689 2.24674 1.61111  0.2566
18 H 3.71285 2.71042 -0.00479  0.3394
19 H 5.32733 0.77844 0.47458  0.3519
20 H 5.01080 -1.96260 -0.16652  0.5173
21 H -1.36974 -2.09772 1.90385  0.5072
22 H -3.06363 -1.28384 1.72177  0.3736
23 H -1.70604 -0.55878 2.49046  0.2971
24 H -1.91430 -1.97757 -1.71741  0.4497
25 H -3.36178 -2.00831 -0.90007  0.3479
26 H -1.88150 -3.09295 -0.42130  0.3552
27 H -2.15551 2.50370 0.21047  0.4410
28 H -2.11119 1.36433 1.53174  0.3255
29 H -3.63232 1.31577 0.31144  0.2894
30 H -2.26402 1.73204 -2.07181  0.3925
31 H -3.03523 0.20143 -1.92144  0.3809
32 H -1.24628 0.43790 -2.58343  0.3068

Output
SMILES = Cn1ccnc1B1OC(C)(C)C(C)(C)O1
LUMO energy = 0.6 eV
Gap between HOMO and LUMO = 8.7 eV

Stability verdict: B, ahead by 258.8 kJ/mol

--- A ---
Entry from the OMol25 dataset: a single C2H3F2I molecule (wB97M-V/def2-TZVPD).

Each line ends with the Mulliken charge.
Atoms and positions in Å:
1 C -0.75891 -0.40442 -0.01412  -0.9554
2 C 0.43141 0.49995 0.00038  0.4163
3 F 0.51509 1.25306 1.09645  -0.2005
4 F 0.52332 1.30317 -1.05022  -0.1993
5 I 2.45520 -0.80523 0.01373  -0.0564
6 H -0.71015 -1.09891 0.82078  0.3355
7 H -1.65757 0.20840 0.08250  0.3279
8 H -0.79837 -0.95601 -0.94951  0.3319

Output
SMILES = CC(F)(F)I
LUMO energy = -0.3 eV
Gap between HOMO and LUMO = 9.3 eV

--- B ---
Entry from the OMol25 dataset: 2 unconnected molecules or ions with the total composition C2H3F2I (wB97M-V/def2-TZVPD).

Each line ends with the Mulliken charge.
Atoms and positions in Å:
1 C -0.79280 -0.29712 0.03616  -0.1728
2 C 0.69403 -0.14808 0.10933  -0.1533
3 F -1.14333 -1.63032 0.16110  -0.2570
4 F 0.57330 1.80644 -1.08335  -0.5976
5 I 1.78646 0.24992 1.78843  0.3051
6 H -1.04924 0.12554 -1.00786  0.2625
7 H -1.27396 0.18593 0.80523  0.2665
8 H 1.20554 -0.29231 -0.80903  0.3466

Output
LUMO energy (alpha / beta) = -2.3 / -2.3 eV
Gap between HOMO and LUMO (alpha / beta) = 8.2 / 8.2 eV

Stability verdict: A, ahead by 354.2 kJ/mol